The following is a quantum chemistry calculation of a molecular structure, C40H63N10O5SSbY, from OMol25.

XYZ file:
```
121
Properties=species:S:1:pos:R:3:forces:R:3
Y -0.0338 -0.0916 -0.7461 -0.001 -0.031 -0.017
N -1.1866 1.9135 0.2898 -0.014 0.021 0.020
C -2.6405 1.7015 0.2740 0.006 -0.017 0.019
C -3.4430 2.7472 1.0526 -0.001 0.012 -0.023
C -2.9911 3.0361 2.4870 0.008 0.006 0.002
C -3.0079 1.8226 3.4123 0.002 -0.007 0.004
N -4.2920 1.1310 3.3792 -0.031 0.015 -0.021
C -5.3384 1.4093 4.1088 0.006 0.005 0.003
N -5.3262 2.3651 5.0517 -0.002 -0.001 0.004
N -6.4716 0.7036 3.9311 -0.004 -0.003 0.001
C -2.9428 0.2232 0.6171 -0.010 0.004 0.028
O -4.0649 -0.0747 1.0783 0.000 0.011 0.023
O -2.0282 -0.5985 0.3523 -0.007 0.008 0.023
H -0.8475 2.0968 1.2340 -0.002 -0.003 -0.007
H -0.9238 2.7209 -0.2692 0.007 -0.014 -0.017
H -2.9491 1.7702 -0.7737 0.002 -0.001 0.000
H -4.4905 2.4400 1.0393 0.000 0.000 0.004
H -3.3937 3.6889 0.5008 -0.007 -0.003 -0.004
H -3.6419 3.8153 2.8949 -0.001 0.001 0.000
H -1.9823 3.4562 2.5002 -0.008 0.006 0.002
H -2.7381 2.0934 4.4346 0.001 -0.003 -0.001
H -2.2607 1.0897 3.1027 -0.003 -0.005 0.002
H -4.4040 0.5573 2.5080 0.038 -0.024 -0.008
H -4.4872 2.8891 5.2245 -0.002 0.001 -0.001
H -6.0461 2.3965 5.7513 -0.001 -0.001 0.001
H -6.5063 0.0381 3.1759 -0.001 -0.002 0.004
H -7.3477 1.0678 4.2612 -0.001 0.001 -0.001
C -0.7367 -6.1322 -6.0406 0.000 0.000 0.001
O -0.1905 -5.4692 -4.9087 0.000 -0.001 0.000
C -0.6634 -4.2474 -4.5945 -0.003 -0.001 0.001
C -1.6823 -3.5997 -5.3126 -0.003 0.012 -0.008
C -2.0815 -2.3536 -4.8960 0.001 0.000 0.003
C -1.5234 -1.7035 -3.7837 0.001 -0.005 0.024
C -2.0275 -0.4040 -3.3906 0.007 0.015 -0.015
C -3.0355 0.3077 -4.2529 -0.012 -0.008 0.015
O -1.6789 0.1735 -2.3479 -0.019 0.020 0.021
C -0.4772 -2.3654 -3.0734 0.027 0.018 -0.025
O 0.1352 -1.8270 -2.0470 -0.048 -0.045 -0.014
C -0.0777 -3.6350 -3.4998 0.014 0.002 -0.024
H -0.2104 -7.0788 -6.1128 0.000 -0.001 0.000
H -0.5718 -5.5550 -6.9523 0.001 -0.001 0.000
H -1.8044 -6.3194 -5.9107 0.000 0.000 0.000
H -2.1482 -4.0570 -6.1712 0.000 -0.001 0.000
H -2.8677 -1.8621 -5.4523 0.000 -0.001 0.000
H -2.6830 0.3850 -5.2805 0.009 0.001 0.000
H -3.1865 1.3057 -3.8506 -0.003 -0.002 0.000
H -3.9852 -0.2305 -4.2528 0.001 0.002 -0.010
H 0.7229 -4.1380 -2.9730 -0.003 -0.002 0.003
C 3.7717 -2.5365 -0.8696 0.010 0.004 0.001
Sb 3.2735 -0.4604 -0.7560 0.003 -0.006 0.020
C 4.7765 0.1102 0.6628 -0.003 0.006 0.002
C 4.3529 0.2024 -2.4706 -0.007 -0.008 -0.007
H 4.8456 -2.6713 -0.9928 0.001 -0.004 0.000
H 3.2489 -2.9755 -1.7188 0.000 -0.004 0.001
H 3.4403 -3.0428 0.0370 0.000 0.003 0.001
H 5.7209 -0.3790 0.4265 -0.001 -0.001 -0.003
H 4.4737 -0.1557 1.6756 -0.003 -0.002 0.000
H 4.9094 1.1909 0.5983 0.000 0.007 0.006
H 5.3565 -0.2213 -2.4601 0.001 0.003 0.000
H 4.4104 1.2898 -2.4520 -0.002 0.004 0.001
H 3.8380 -0.1014 -3.3804 0.007 -0.004 -0.002
C -0.0400 1.6471 -6.0752 0.004 -0.003 0.003
C 0.5998 0.5619 -5.4982 0.003 -0.008 0.003
C 0.9558 0.5882 -4.1544 -0.007 0.007 0.004
C 0.6599 1.6890 -3.3518 0.036 -0.031 -0.023
C 0.0107 2.7775 -3.9474 -0.018 0.009 0.001
C -0.3286 2.7589 -5.2887 -0.003 0.001 0.000
N 0.9424 1.6657 -1.9676 0.024 0.032 -0.010
C 1.7691 2.6542 -1.4878 0.021 0.000 -0.006
C 1.8640 2.8920 -0.0997 -0.018 0.005 -0.007
C 2.6704 3.9004 0.4167 -0.006 -0.010 -0.014
C 3.4639 4.6760 -0.4119 0.006 0.006 0.001
C 3.4183 4.4285 -1.7814 -0.003 0.001 -0.003
C 2.5940 3.4549 -2.3109 0.005 -0.004 -0.003
H -0.3060 1.6344 -7.1242 0.000 -0.001 -0.001
H 0.8331 -0.3129 -6.0935 -0.001 0.000 0.000
H 1.4571 -0.2641 -3.7095 -0.003 0.005 -0.005
H -0.2215 3.6437 -3.3378 0.002 -0.001 0.000
H -0.8267 3.6156 -5.7262 -0.001 -0.001 -0.001
H 1.2374 2.3306 0.5880 -0.006 0.008 -0.004
H 2.6395 4.1076 1.4812 0.001 -0.001 0.013
H 4.0848 5.4647 -0.0097 0.001 0.000 0.000
H 4.0334 5.0146 -2.4537 0.001 -0.001 0.000
H 2.5812 3.2972 -3.3812 0.002 0.001 0.004
C -2.1842 -4.3852 1.7806 -0.003 -0.001 -0.001
C -1.7275 -4.1726 0.3458 -0.015 -0.001 0.002
N -0.5454 -3.3217 0.3115 0.031 -0.011 0.008
C -0.0523 -2.6294 1.3623 0.010 0.017 0.005
N 0.6243 -1.5243 1.1293 0.002 -0.008 -0.003
C 1.3609 -0.9750 2.2595 -0.011 0.022 -0.011
C 0.5680 -1.0866 3.5500 0.002 -0.003 0.006
C 0.2452 -2.5453 3.8030 -0.003 -0.005 -0.001
N -0.2655 -3.1617 2.5905 0.001 -0.008 0.001
C -0.9602 -4.4366 2.6802 -0.012 0.005 -0.002
H -2.7666 -5.3031 1.8567 -0.001 0.001 0.000
H -2.8146 -3.5529 2.1005 0.003 0.001 -0.001
H -2.5245 -3.7090 -0.2403 0.003 -0.004 -0.005
H -1.4793 -5.1288 -0.1204 0.003 -0.002 0.006
H -0.2603 -2.9573 -0.5919 -0.012 0.006 -0.009
H 1.5793 0.0751 2.0534 0.007 -0.007 -0.002
H 2.3328 -1.4780 2.3747 0.001 -0.008 0.001
H -0.3525 -0.5079 3.4490 -0.004 -0.008 -0.007
H 1.1224 -0.6742 4.3951 -0.001 -0.003 0.001
H -0.5127 -2.6451 4.5839 0.001 -0.003 0.000
H 1.1384 -3.0805 4.1462 0.003 0.000 0.000
H -1.2413 -4.5880 3.7219 0.000 0.000 0.000
H -0.2992 -5.2608 2.3889 0.000 -0.001 0.000
C 4.4204 2.3994 3.4007 -0.001 0.005 -0.001
N 3.0384 2.0075 3.1305 -0.017 0.000 0.015
C 2.0215 2.1380 4.0000 0.013 0.018 -0.004
S 0.4422 2.4681 3.4885 0.008 0.023 0.035
N 2.2904 2.0035 5.3131 -0.009 -0.013 0.004
C 3.3711 1.2034 5.8773 0.001 0.002 0.001
H 4.8177 2.8545 2.4959 0.000 -0.003 -0.007
H 5.0525 1.5532 3.6660 0.001 0.000 0.000
H 4.4531 3.1419 4.1969 0.000 -0.001 0.001
H 2.7547 2.0898 2.1650 0.003 -0.001 -0.016
H 1.4850 2.1626 5.8946 0.001 0.003 0.002
H 4.2621 1.7911 6.0928 0.000 0.001 0.000
H 3.6359 0.3943 5.1965 0.000 0.000 -0.002
H 3.0188 0.7645 6.8079 -0.001 -0.001 0.002
```
Forces are in eV/Å.

The value obtained for the energy above the lowest of the compared OMol25 structures with the same formula, charge and spin is 0.00 kcal per mole. The multiplicity is 1. For the LUMO energy, the calculation gives -1.96 eV. The value obtained for the total energy is -3162.65507 a.u. Its orbital gap is 6.53 eV. Its net charge is +1. The calculation puts the HOMO energy at -8.495 eV.